[1]
{
  "formula": "C16H13AsBeBrF6N3O2S",
  "method": "ωB97M-V/def2-TZVPD",
  "species": ["Be", "C", "N", "C", "C", "N", "C", "S", "C", "C", "C", "C", "C", "N", "H", "H", "H", "H", "H", "H", "H", "H", "H", "F", "As", "F", "F", "F", "F", "F", "Br", "C", "C", "C", "C", "C", "C", "C", "O", "O", "H", "H", "H", "H"],
  "positions_angstrom": [[-1.091, -0.763, 0.178], [3.411, -0.411, 2.825], [2.358, 0.571, 2.524], [2.308, 1.817, 3.009], [1.186, 2.419, 2.489], [0.548, 1.521, 1.704], [1.278, 0.341, 1.709], [1.024, -1.103, 0.936], [-0.620, 1.880, 0.907], [-1.212, 3.104, 1.097], [-2.234, 3.476, 0.230], [-2.593, 2.632, -0.799], [-1.981, 1.394, -0.871], [-1.023, 1.012, -0.017], [3.978, -0.038, 3.672], [4.058, -0.525, 1.959], [2.958, -1.365, 3.075], [3.055, 2.216, 3.674], [0.841, 3.424, 2.638], [-0.929, 3.765, 1.900], [-2.735, 4.424, 0.371], [-3.363, 2.894, -1.509], [-2.271, 0.650, -1.602], [-1.817, -1.006, 1.504], [-3.742, -0.648, 1.965], [-3.212, -0.916, 3.557], [-3.170, 0.980, 2.084], [-3.880, -0.387, 0.266], [-5.343, -0.269, 2.330], [-3.950, -2.309, 1.722], [4.591, -1.584, -4.803], [2.926, -1.825, -3.945], [2.193, -0.714, -3.563], [0.976, -0.900, -2.925], [0.483, -2.180, -2.694], [1.224, -3.281, -3.103], [2.456, -3.109, -3.716], [-0.838, -2.401, -2.029], [-1.571, -3.308, -2.297], [-1.108, -1.485, -1.101], [2.572, 0.279, -3.763], [0.396, -0.038, -2.616], [0.824, -4.274, -2.946], [3.043, -3.963, -4.024]],
  "e_lumo_ev": [-4.483, -7.813],
  "multiplicity": 2,
  "charge": 1,
  "e_homo_ev": [-11.35, -11.34],
  "gap_ha": [0.25243, 0.12951]
}

[2]
{
  "formula": "C16H13BBrF4N2O2Re",
  "method": "ωB97M-V/def2-TZVPD",
  "species": ["Re", "Br", "C", "C", "C", "C", "C", "N", "C", "O", "O", "H", "H", "H", "C", "C", "C", "N", "H", "H", "H", "H", "H", "F", "B", "F", "F", "F", "C", "C", "C", "C", "C", "C", "C", "H", "H", "H", "H", "H"],
  "positions_angstrom": [[-1.189, 0.151, -0.249], [1.851, 1.069, 1.753], [0.554, 2.384, 1.418], [0.705, 3.637, 1.986], [-0.198, 4.637, 1.670], [-1.225, 4.367, 0.771], [-1.299, 3.099, 0.256], [-0.454, 2.091, 0.580], [-2.367, 2.715, -0.782], [-3.274, 3.433, -1.044], [-2.034, 1.529, -1.256], [1.529, 3.816, 2.661], [-0.087, 5.626, 2.095], [-1.943, 5.111, 0.457], [0.817, -3.937, 2.546], [-0.131, -2.822, 3.038], [-0.341, -1.814, 2.048], [-0.487, -1.032, 1.218], [0.819, -4.733, 3.286], [1.834, -3.569, 2.435], [0.474, -4.351, 1.600], [0.267, -2.346, 3.940], [-1.108, -3.235, 3.308], [-5.166, -0.361, 0.618], [-4.017, -0.499, 1.187], [-2.349, -1.207, -0.797], [-3.659, -1.520, 1.926], [-3.092, 0.515, 1.101], [0.284, -0.211, -1.329], [1.256, -0.580, -2.205], [0.781, -1.344, -3.324], [1.682, -1.809, -4.247], [3.045, -1.550, -4.091], [3.517, -0.800, -3.010], [2.643, -0.307, -2.077], [-0.281, -1.533, -3.408], [1.332, -2.377, -5.097], [3.745, -1.937, -4.819], [4.575, -0.601, -2.915], [2.990, 0.291, -1.244]],
  "e_lumo_ev": -9.162,
  "charge": 2,
  "e_homo_ev": -15.62,
  "gap_ha": 0.23723
}

[3]
{
  "formula": "C16H13BF2N3O7S2W",
  "method": "ωB97M-V/def2-TZVPD",
  "species": ["W", "C", "C", "C", "C", "C", "C", "C", "S", "O", "O", "N", "C", "C", "C", "C", "C", "C", "C", "C", "N", "C", "H", "H", "H", "H", "H", "H", "H", "H", "H", "H", "H", "H", "H", "O", "S", "O", "O", "O", "O", "N", "F", "B", "F"],
  "positions_angstrom": [[0.041, 0.425, 0.052], [-2.143, 6.116, 4.817], [-1.443, 4.888, 4.312], [-0.672, 4.926, 3.154], [-0.050, 3.788, 2.668], [-0.200, 2.602, 3.371], [-0.941, 2.536, 4.550], [-1.560, 3.680, 5.006], [0.526, 1.137, 2.803], [1.343, 1.435, 1.582], [1.140, 0.442, 3.882], [-0.570, 0.218, 2.027], [-1.157, -0.962, 2.491], [-1.469, -1.306, 3.777], [-2.138, -2.523, 4.031], [-2.495, -3.369, 3.021], [-2.158, -3.046, 1.685], [-2.456, -3.864, 0.575], [-2.049, -3.493, -0.674], [-1.335, -2.299, -0.842], [-1.050, -1.502, 0.174], [-1.468, -1.849, 1.440], [-1.852, 7.000, 4.255], [-1.918, 6.286, 5.870], [-3.224, 5.997, 4.730], [-0.556, 5.861, 2.621], [0.548, 3.825, 1.770], [-1.009, 1.615, 5.113], [-2.133, 3.645, 5.923], [-1.200, -0.660, 4.599], [-2.376, -2.777, 5.054], [-3.023, -4.291, 3.224], [-3.005, -4.785, 0.727], [-2.259, -4.099, -1.543], [-0.982, -2.000, -1.817], [0.750, 1.434, -3.755], [0.286, 1.196, -2.459], [1.005, 1.804, -1.293], [0.215, -0.248, -1.970], [-1.212, 1.637, -2.285], [1.943, -0.418, -0.162], [1.387, -1.041, 0.669], [-2.986, 1.564, -0.841], [-1.797, 1.094, -1.077], [-0.778, 2.141, 0.429]],
  "relative_energy_kcal_mol": 49.3,
  "e_lumo_ev": -5.210,
  "charge": 1,
  "e_homo_ev": -11.87,
  "gap_ha": 0.24456
}

[4]
{
  "formula": "C16H13BN7O5Pb",
  "method": "ωB97M-V/def2-TZVPD",
  "species": ["Pb", "O", "C", "C", "C", "N", "C", "C", "C", "O", "O", "C", "O", "O", "H", "H", "H", "C", "C", "N", "N", "C", "B", "N", "C", "C", "C", "N", "N", "C", "C", "C", "N", "H", "H", "H", "H", "H", "H", "H", "H", "H", "H"],
  "positions_angstrom": [[0.519, -0.233, -1.397], [5.570, 0.893, 4.108], [4.744, 0.885, 3.010], [4.513, -0.192, 2.127], [3.546, 0.268, 1.302], [2.566, 0.979, 0.752], [3.218, 1.737, 1.566], [3.969, 2.038, 2.714], [2.145, -2.508, 1.316], [2.355, -2.589, 2.434], [1.927, -2.388, 0.185], [1.511, 3.494, -0.325], [1.337, 3.973, 0.698], [1.643, 3.071, -1.398], [5.892, -0.029, 4.120], [4.932, -1.189, 2.169], [3.804, 2.988, 3.248], [-1.942, -4.006, -0.804], [-0.764, -3.355, -1.069], [-1.017, -2.083, -1.360], [-2.368, -1.900, -1.269], [-2.919, -3.041, -0.920], [-2.891, -0.426, -1.271], [-2.430, 0.501, -2.424], [-3.166, 1.289, -3.194], [-2.383, 1.963, -4.094], [-1.083, 1.565, -3.773], [-1.134, 0.709, -2.726], [-2.291, 0.131, 0.123], [-2.915, 0.366, 1.282], [-2.007, 0.659, 2.249], [-0.766, 0.590, 1.597], [-0.972, 0.296, 0.307], [-2.071, -5.025, -0.519], [0.263, -3.655, -1.144], [-3.981, -3.119, -0.695], [-4.076, -0.403, -1.186], [-4.273, 1.252, -3.127], [-2.783, 2.537, -4.910], [-0.185, 1.858, -4.286], [-4.004, 0.361, 1.333], [-2.233, 0.933, 3.253], [0.200, 0.804, 2.000]],
  "e_lumo_ev": -2.535,
  "charge": 1,
  "e_homo_ev": -11.91,
  "gap_ha": 0.34448
}

[5]
{
  "formula": "C16H13Br2MgN7O2S",
  "method": "ωB97M-V/def2-TZVPD",
  "species": ["Mg", "O", "N", "C", "C", "C", "C", "C", "S", "H", "H", "H", "H", "C", "C", "C", "C", "C", "C", "Br", "C", "C", "Br", "C", "O", "C", "N", "H", "H", "H", "H", "H", "H", "N", "N", "N", "C", "N", "N", "H", "H", "H"],
  "positions_angstrom": [[0.523, -0.758, 0.026], [0.903, -0.518, 1.975], [2.124, -0.556, 2.478], [2.227, -0.500, 3.825], [3.442, -0.519, 4.449], [4.594, -0.599, 3.662], [4.471, -0.661, 2.298], [3.215, -0.644, 1.667], [3.019, -0.727, -0.033], [1.271, -0.443, 4.321], [3.486, -0.473, 5.526], [5.573, -0.616, 4.120], [5.338, -0.728, 1.658], [0.456, 2.671, 0.141], [-0.920, 2.079, 0.050], [-2.076, 2.887, 0.046], [-3.307, 2.299, -0.016], [-3.421, 0.892, -0.064], [-4.644, 0.178, -0.116], [-6.297, 1.104, -0.140], [-4.638, -1.187, -0.150], [-3.435, -1.908, -0.130], [-3.513, -3.792, -0.173], [-2.188, -1.295, -0.074], [-1.065, -1.917, -0.045], [-2.221, 0.155, -0.054], [-1.006, 0.769, -0.012], [0.426, 3.759, 0.119], [1.088, 2.323, -0.679], [0.933, 2.349, 1.069], [-1.973, 3.962, 0.092], [-4.206, 2.899, -0.023], [-5.569, -1.735, -0.190], [1.391, -2.093, -5.192], [0.951, -1.282, -4.153], [0.151, -0.264, -4.354], [-0.068, 0.131, -3.107], [0.574, -0.638, -2.224], [1.234, -1.541, -2.917], [1.615, -1.480, -5.970], [2.240, -2.546, -4.865], [-0.698, 0.962, -2.841]],
  "relative_energy_kcal_mol": 0.7,
  "e_lumo_ev": 0.109,
  "charge": 0,
  "e_homo_ev": -7.28,
  "gap_ha": 0.27160
}

Question: Look up the charge of the fourth one.
Answer: +1

Question: Among the records above, which one has the highest charge?
Answer: C16H13BBrF4N2O2Re

Please write out number 4 again, unchanged.
{
  "formula": "C16H13BN7O5Pb",
  "method": "ωB97M-V/def2-TZVPD",
  "species": ["Pb", "O", "C", "C", "C", "N", "C", "C", "C", "O", "O", "C", "O", "O", "H", "H", "H", "C", "C", "N", "N", "C", "B", "N", "C", "C", "C", "N", "N", "C", "C", "C", "N", "H", "H", "H", "H", "H", "H", "H", "H", "H", "H"],
  "positions_angstrom": [[0.519, -0.233, -1.397], [5.570, 0.893, 4.108], [4.744, 0.885, 3.010], [4.513, -0.192, 2.127], [3.546, 0.268, 1.302], [2.566, 0.979, 0.752], [3.218, 1.737, 1.566], [3.969, 2.038, 2.714], [2.145, -2.508, 1.316], [2.355, -2.589, 2.434], [1.927, -2.388, 0.185], [1.511, 3.494, -0.325], [1.337, 3.973, 0.698], [1.643, 3.071, -1.398], [5.892, -0.029, 4.120], [4.932, -1.189, 2.169], [3.804, 2.988, 3.248], [-1.942, -4.006, -0.804], [-0.764, -3.355, -1.069], [-1.017, -2.083, -1.360], [-2.368, -1.900, -1.269], [-2.919, -3.041, -0.920], [-2.891, -0.426, -1.271], [-2.430, 0.501, -2.424], [-3.166, 1.289, -3.194], [-2.383, 1.963, -4.094], [-1.083, 1.565, -3.773], [-1.134, 0.709, -2.726], [-2.291, 0.131, 0.123], [-2.915, 0.366, 1.282], [-2.007, 0.659, 2.249], [-0.766, 0.590, 1.597], [-0.972, 0.296, 0.307], [-2.071, -5.025, -0.519], [0.263, -3.655, -1.144], [-3.981, -3.119, -0.695], [-4.076, -0.403, -1.186], [-4.273, 1.252, -3.127], [-2.783, 2.537, -4.910], [-0.185, 1.858, -4.286], [-4.004, 0.361, 1.333], [-2.233, 0.933, 3.253], [0.200, 0.804, 2.000]],
  "e_lumo_ev": -2.535,
  "charge": 1,
  "e_homo_ev": -11.91,
  "gap_ha": 0.34448
}